1.
Density functional theory data (ωB97M-V/def2-TZVPD) for a single C4H4N4O3 molecule in a non-equilibrium geometry.

XYZ file:
```
15
Properties=species:S:1:pos:R:3
O 4.6976 0.4273 0.2772
N 3.6733 -0.1346 -0.0156
O 3.5284 -1.3281 0.0489
N 2.7058 0.7056 -0.4582
C 1.4935 0.7968 -0.4386
N 0.3622 0.9980 -0.4711
C -0.7126 1.6062 0.0936
C -1.9166 0.9662 0.3327
C -2.2597 -0.4709 0.2053
N -1.5037 -1.3285 -0.2721
O -2.0243 -2.6477 -0.0612
H -0.6723 2.7267 0.3352
H -2.7247 1.6025 0.6697
H -3.1974 -0.9049 0.5379
H -1.4495 -3.0144 -0.7838
```

For the largest force on an atom, the calculation gives 3.74 eV Å⁻¹. For the energy above the lowest of the compared OMol25 structures with the same formula, charge and spin, the calculation gives 633.5 kJ/mol. The value obtained for the gap between HOMO and LUMO is 8.8 eV. Its total charge is 0.

=====

2.
Density functional theory data (ωB97M-V/def2-TZVPD) for 2 unconnected molecules or ions with the total composition C4H14N5PS in a non-equilibrium geometry.

XYZ file:
```
25
Properties=species:S:1:pos:R:3
C -1.4832 1.6148 0.0864
C -2.7605 1.8811 0.0356
C 0.7824 1.0097 -0.2085
C -4.1108 -0.1676 0.0531
N -3.9059 1.0740 -0.2376
N -5.2572 -0.7578 -0.1768
N 1.9702 0.5436 -0.2009
N 4.2200 -1.2342 -0.1942
N 3.0760 -1.8302 0.5257
P 3.4121 1.2686 -0.8316
S -0.5259 0.1261 0.2773
H -0.7540 2.4491 0.3702
H -2.8509 3.0725 -0.0828
H 0.6498 1.9051 -0.6879
H -3.2992 -0.5578 0.6303
H -4.5651 1.5818 -0.7170
H -5.8733 -0.1397 -0.6006
H -5.6848 -1.6576 0.0845
H 2.2099 -0.4528 0.0881
H 4.2285 -1.5955 -1.2044
H 5.1355 -1.1033 0.3198
H 3.2894 -1.8114 1.5184
H 2.7745 -2.8039 0.2260
H 3.0007 2.6878 -0.9461
H 4.1130 1.5013 0.3526
```

For the largest force on an atom, the calculation gives 3.87 eV Å⁻¹. The value obtained for the gap between HOMO and LUMO is 7.5 eV. Its total charge is +2.

=====

3.
Density functional theory data (ωB97M-V/def2-TZVPD) for a single C3H4NPS molecule in a non-equilibrium geometry.

XYZ file:
```
10
Properties=species:S:1:pos:R:3
C 1.1843 1.1107 -0.1554
C 2.0501 0.1845 0.0089
C -0.8643 -1.3131 -0.0824
N -0.1415 1.3117 0.1044
P -1.4859 0.2308 -0.3493
S 3.4829 -0.5471 -0.0344
H -1.3589 -2.2259 0.4144
H -0.0166 -1.5633 -0.4882
H -0.4610 2.2139 -0.1110
H -2.3890 0.5977 0.6931
```

For the largest force on an atom, the calculation gives 6.27 eV Å⁻¹. For the energy above the lowest of the compared OMol25 structures with the same formula, charge and spin, the calculation gives 437.7 kJ/mol. The value obtained for the gap between HOMO and LUMO (alpha / beta) is 7.0 / 6.6 eV. Its total charge is 0.

=====

4.
Density functional theory data (ωB97M-V/def2-TZVPD) for a single C17H17N7O3 molecule in a non-equilibrium geometry.

XYZ file:
```
44
Properties=species:S:1:pos:R:3
C -2.4271 0.5330 -5.1488
O -2.4848 1.5336 -4.1323
C -1.5943 1.3910 -3.0794
C -1.5226 2.5065 -2.2597
C -0.7233 2.5048 -1.1292
C 0.0356 1.3764 -0.8450
C 0.8298 1.3216 0.3987
N 1.4997 2.4412 0.9114
N 2.1986 2.1527 2.0465
C 1.9581 0.8920 2.3133
C 2.5031 0.1776 3.5267
C 1.0445 0.3267 1.3441
C 0.5228 -1.0421 1.4056
N 1.2401 -2.0412 1.8458
C 0.4159 -3.1324 1.9184
C 0.7897 -4.4706 2.5471
O -0.3538 -5.2126 3.0709
C -0.7954 -2.8227 1.3688
C -1.9925 -3.5638 1.0084
O -2.0756 -4.7407 1.1964
N -3.0258 -2.8978 0.4186
C -2.8905 -1.5683 0.0600
C -4.0355 -0.9731 -0.7178
N -1.8682 -0.8385 0.4224
N -0.7718 -1.4727 1.0065
C -0.0507 0.2970 -1.7665
N -0.8475 0.3009 -2.8717
H -2.7623 -0.4676 -4.7677
H -2.9968 0.8351 -6.0221
H -1.4047 0.3861 -5.5195
H -2.1873 3.3058 -2.5151
H -0.7356 3.3324 -0.4264
H 1.5916 3.2743 0.3716
H 2.8087 0.8750 4.3117
H 1.7726 -0.5255 3.9127
H 3.3610 -0.4460 3.2563
H 1.4995 -4.2825 3.3388
H 1.2677 -5.0378 1.7464
H -1.1096 -5.1968 2.4553
H -3.8374 -3.3974 0.1395
H -4.1688 -1.5208 -1.6519
H -4.9635 -1.0216 -0.1272
H -3.8455 0.1078 -0.9697
H 0.5322 -0.5761 -1.5246
```

For the largest force on an atom, the calculation gives 2.72 eV Å⁻¹. For the energy above the lowest of the compared OMol25 structures with the same formula, charge and spin, the calculation gives 0.0 kJ/mol. The value obtained for the gap between HOMO and LUMO is 8.7 eV. Its total charge is 0.